(1)
{
  "formula": "C16H16O4",
  "method": "ωB97M-V/def2-TZVPD",
  "energy_ev": -25029.560,
  "charge": 0,
  "smiles": "O=C1OC[C@@H](COc2ccccc2)O1.c1ccccc1",
  "e_above_lowest_kcal_mol": 280.8,
  "homo_ha": -0.32566,
  "multiplicity": 1,
  "symbols": ["O", "C", "O", "C", "C", "C", "O", "C", "C", "C", "C", "C", "C", "O", "H", "H", "H", "H", "H", "H", "H", "H", "H", "H", "C", "C", "C", "C", "C", "C", "H", "H", "H", "H", "H", "H"],
  "coordinates": [[3.7867, 0.6696, 0.5086], [3.1803, -0.4900, 0.2391], [4.0795, -1.5712, -0.2441], [3.1062, -2.5404, -0.7953], [1.5425, -2.2701, -0.2738], [1.3256, -3.5404, 0.7355], [-0.0512, -3.7593, 1.1952], [-1.0105, -2.8288, 0.5843], [-1.7767, -3.1949, -0.8533], [-2.8867, -2.1585, -1.5417], [-3.2815, -0.7306, -0.7987], [-2.5498, -0.3510, 0.6318], [-1.4452, -1.3928, 1.2704], [1.7754, -0.9225, 0.3243], [3.6105, -3.5696, -0.4833], [3.2819, -2.4032, -1.9647], [0.9818, -2.2252, -1.3062], [2.0040, -3.4702, 1.7071], [1.6856, -4.5056, 0.1433], [-1.5948, -4.1992, -1.4480], [-3.4221, -2.3936, -2.5567], [-4.0733, -0.0096, -1.2753], [-2.8320, 0.6451, 1.1772], [-0.9566, -1.1085, 2.3041], [0.8810, 4.3748, 0.7278], [-0.1279, 5.3339, 0.6452], [-1.3807, 4.9877, 0.1399], [-1.6278, 3.6784, -0.2740], [-0.6200, 2.7184, -0.1879], [0.6357, 3.0669, 0.3088], [1.8583, 4.6458, 1.1185], [0.0626, 6.3524, 0.9742], [-2.1646, 5.7369, 0.0694], [-2.6056, 3.4072, -0.6633], [-0.8132, 1.6977, -0.5090], [1.4223, 2.3200, 0.3706]]
}

***

(2)
{
  "formula": "C16H17AsIN3O6PbSSe",
  "method": "ωB97M-V/def2-TZVPD",
  "energy_ev": -183971.999,
  "charge": 2,
  "e_above_lowest_kcal_mol": 66.5,
  "homo_ha": -0.52984,
  "multiplicity": 1,
  "symbols": ["Pb", "O", "As", "O", "O", "C", "C", "C", "C", "C", "C", "S", "O", "O", "O", "H", "H", "H", "H", "H", "I", "C", "C", "C", "C", "C", "N", "H", "H", "H", "H", "C", "N", "C", "C", "N", "C", "C", "Se", "H", "H", "H", "H", "H", "H", "H", "H"],
  "coordinates": [[2.3754, -0.3722, -3.2194], [-1.9662, -0.9930, -2.7176], [-0.7343, -0.8978, -1.4827], [-1.3006, -1.5368, -0.1005], [0.7634, -1.4166, -2.0661], [-0.4032, 1.0233, -1.5887], [-1.6421, 1.9273, -1.8292], [-1.6491, 3.4571, -1.1699], [-1.0817, 3.1180, 0.0635], [0.3496, 3.0345, -0.0571], [0.6964, 1.6016, -0.6876], [1.8496, 0.6625, 0.3147], [2.3426, 1.5230, 1.3272], [0.9783, -0.4694, 0.9680], [2.7867, 0.0281, -0.5863], [-2.6135, -1.6712, -2.4763], [-2.6130, 1.4404, -1.8388], [-2.6563, 3.8546, -1.2310], [-1.6482, 2.8385, 0.9418], [0.9442, 3.1901, 0.8384], [-0.1587, 0.2831, -4.8618], [0.1134, 1.4838, -3.0754], [-0.9537, 2.5810, -3.0422], [-0.5529, 3.8087, -2.1876], [0.7732, 3.6695, -1.4093], [1.6097, 2.4143, -1.7462], [1.4845, 1.7734, -2.9899], [-1.5116, 2.8229, -3.9419], [-0.6623, 4.7686, -2.6825], [1.3223, 4.6064, -1.3679], [2.6391, 2.5410, -1.4183], [1.6419, -5.0049, 2.1847], [0.6302, -4.0987, 2.7020], [-0.3623, -4.4162, 3.6006], [-1.0879, -3.2956, 3.7917], [-0.5351, -2.2934, 3.0184], [-1.0699, -0.9345, 2.9854], [0.5023, -2.8096, 2.3560], [1.7224, -2.1513, 1.0601], [1.5638, -5.9464, 2.7235], [2.6346, -4.5859, 2.3631], [1.4675, -5.1853, 1.1230], [-0.4500, -5.4004, 4.0184], [-1.9377, -3.1034, 4.4179], [-1.8701, -0.8990, 3.7202], [-1.4415, -0.7369, 1.9828], [-0.2892, -0.2331, 3.2726]]
}

***

Copy entry 1 word for word.
{
  "formula": "C16H16O4",
  "method": "ωB97M-V/def2-TZVPD",
  "energy_ev": -25029.560,
  "charge": 0,
  "smiles": "O=C1OC[C@@H](COc2ccccc2)O1.c1ccccc1",
  "e_above_lowest_kcal_mol": 280.8,
  "homo_ha": -0.32566,
  "multiplicity": 1,
  "symbols": ["O", "C", "O", "C", "C", "C", "O", "C", "C", "C", "C", "C", "C", "O", "H", "H", "H", "H", "H", "H", "H", "H", "H", "H", "C", "C", "C", "C", "C", "C", "H", "H", "H", "H", "H", "H"],
  "coordinates": [[3.7867, 0.6696, 0.5086], [3.1803, -0.4900, 0.2391], [4.0795, -1.5712, -0.2441], [3.1062, -2.5404, -0.7953], [1.5425, -2.2701, -0.2738], [1.3256, -3.5404, 0.7355], [-0.0512, -3.7593, 1.1952], [-1.0105, -2.8288, 0.5843], [-1.7767, -3.1949, -0.8533], [-2.8867, -2.1585, -1.5417], [-3.2815, -0.7306, -0.7987], [-2.5498, -0.3510, 0.6318], [-1.4452, -1.3928, 1.2704], [1.7754, -0.9225, 0.3243], [3.6105, -3.5696, -0.4833], [3.2819, -2.4032, -1.9647], [0.9818, -2.2252, -1.3062], [2.0040, -3.4702, 1.7071], [1.6856, -4.5056, 0.1433], [-1.5948, -4.1992, -1.4480], [-3.4221, -2.3936, -2.5567], [-4.0733, -0.0096, -1.2753], [-2.8320, 0.6451, 1.1772], [-0.9566, -1.1085, 2.3041], [0.8810, 4.3748, 0.7278], [-0.1279, 5.3339, 0.6452], [-1.3807, 4.9877, 0.1399], [-1.6278, 3.6784, -0.2740], [-0.6200, 2.7184, -0.1879], [0.6357, 3.0669, 0.3088], [1.8583, 4.6458, 1.1185], [0.0626, 6.3524, 0.9742], [-2.1646, 5.7369, 0.0694], [-2.6056, 3.4072, -0.6633], [-0.8132, 1.6977, -0.5090], [1.4223, 2.3200, 0.3706]]
}